ORCA calculation (ωB97M-V/def2-TZVPD) on a molecular structure, C56H43BiCl3N5O7.

```
! wB97M-V def2-TZVPD RIJCOSX def2/J DEFGRID3
* xyz 0 1
Bi 0.2819 0.1005 0.4003
C -7.9741 -1.9859 5.8729
O -6.5874 -2.1905 6.0647
C -5.7510 -1.8059 5.0632
C -4.3914 -2.0072 5.2952
C -3.4663 -1.6484 4.3358
C -3.8676 -1.0817 3.1249
C -5.2228 -0.8883 2.9074
C -6.1698 -1.2439 3.8633
C -2.8572 -0.7041 2.0941
C -2.2602 -1.7483 1.3769
C -2.6380 -3.1341 1.4751
C -1.8739 -3.8218 0.5904
C -1.0225 -2.8649 -0.0654
N -1.2780 -1.6231 0.4371
C -0.1326 -3.1686 -1.1011
C 0.5750 -2.2364 -1.8625
C 1.3832 -2.5570 -3.0092
C 1.8960 -1.3926 -3.4786
C 1.4053 -0.3376 -2.6327
C 1.6884 1.0233 -2.8007
C 2.6907 1.3999 -3.8417
C 2.3586 1.4097 -5.1873
C 3.2875 1.7677 -6.1601
C 4.5743 2.1263 -5.7754
O 5.5592 2.4951 -6.6388
C 5.2448 2.5187 -8.0176
C 4.9192 2.1245 -4.4251
C 3.9859 1.7651 -3.4731
C 1.0922 2.0626 -2.0821
N 0.2139 1.9181 -1.0513
C -0.1266 3.1689 -0.6254
C -1.0122 3.4748 0.4104
C -1.1848 4.9182 0.7584
C -0.3932 5.5125 1.7402
C -0.5459 6.8465 2.0632
C -1.5013 7.6190 1.4065
O -1.5785 8.9211 1.7917
C -2.5420 9.7352 1.1524
C -2.2993 7.0431 0.4247
C -2.1311 5.6978 0.1110
C -1.7703 2.5460 1.1344
C -2.7875 2.8912 2.0937
C -3.3046 1.7304 2.5610
C -2.6120 0.6574 1.8934
N -1.6921 1.1881 1.0344
C 0.5513 4.1475 -1.4418
C 1.2975 3.4666 -2.3401
N 0.6114 -0.8817 -1.6622
C 0.0659 -4.6116 -1.4292
C -0.6300 -5.2213 -2.4608
C -0.4399 -6.5656 -2.7682
C 0.4661 -7.3141 -2.0259
O 0.7308 -8.6309 -2.2397
C 0.0496 -9.2703 -3.3021
C 1.1712 -6.7133 -0.9845
C 0.9697 -5.3787 -0.6935
H -8.4604 -2.3425 6.7763
H -8.3448 -2.5527 5.0150
H -8.2037 -0.9265 5.7330
H -4.0840 -2.4413 6.2373
H -2.4093 -1.7976 4.5229
H -5.5526 -0.4562 1.9700
H -7.2173 -1.0826 3.6561
H -3.4133 -3.5196 2.1168
H -1.8981 -4.8773 0.3729
H 1.5277 -3.5496 -3.4038
H 2.5360 -1.2498 -4.3338
H 1.3539 1.1359 -5.4876
H 2.9936 1.7667 -7.1994
H 6.1489 2.8364 -8.5288
H 4.4410 3.2284 -8.2299
H 4.9561 1.5274 -8.3768
H 5.9243 2.4101 -4.1448
H 4.2554 1.7709 -2.4229
H 0.3544 4.9182 2.2524
H 0.0677 7.3122 2.8227
H -2.4489 10.7211 1.5986
H -3.5547 9.3579 1.3175
H -2.3532 9.8056 0.0779
H -3.0467 7.6203 -0.0998
H -2.7521 5.2498 -0.6557
H -3.0674 3.8965 2.3633
H -4.0862 1.6052 3.2918
H 0.4547 5.2155 -1.3340
H 1.9287 3.8677 -3.1160
H -1.3371 -4.6389 -3.0396
H -1.0007 -7.0079 -3.5784
H 0.4058 -10.2962 -3.3157
H 0.2751 -8.7964 -4.2609
H -1.0316 -9.2655 -3.1417
H 1.8726 -7.3126 -0.4192
H 1.5211 -4.9135 0.1159
O 0.4236 -0.5970 3.0853
C 0.9407 -1.9057 3.2565
C 2.2079 -2.1113 2.4633
C 3.4207 -2.3926 3.0723
C 4.5504 -2.5356 2.2834
C 4.4331 -2.3923 0.9120
C 3.1848 -2.1030 0.3853
N 2.0935 -1.9728 1.1384
H 1.1601 0.0494 3.2296
H 0.1761 -2.5971 2.8919
H 1.1267 -2.1199 4.3133
H 3.4773 -2.4717 4.1496
H 5.5124 -2.7379 2.7360
H 5.2905 -2.4817 0.2597
H 3.0525 -1.9656 -0.6830
Cl 4.4010 3.5614 0.7245
C 4.3610 2.2855 1.9532
Cl 5.6448 1.0933 1.5978
Cl 4.6589 3.0021 3.5386
C 2.9995 1.4917 1.9012
O 2.5556 1.0981 2.9882
O 2.5484 1.3359 0.7512
*
```

HOMO-LUMO gap = 5.638 eV
E_HOMO = -6.86 eV

These are the Mulliken partial charges, in e, on atoms 1 to 2:
1 Bi 2.5994
2 C -0.8551



ORCA calculation (ωB97M-V/def2-TZVPD) on a molecular structure, C54H53IrN10O2P at a distorted geometry.

```
! wB97M-V def2-TZVPD RIJCOSX def2/J DEFGRID3
* xyz 3 1
Ir -0.3107 -0.1131 -0.2203
C -1.3640 -3.8226 3.6405
N -1.1286 -3.2793 2.3033
C -0.9408 -1.9798 1.9903
N -0.7942 -1.8961 0.6556
C -0.8969 -3.1326 0.1110
C -1.0964 -4.0254 1.1437
C -1.3057 -5.4769 1.0767
C -2.3666 -5.9822 0.3288
C -2.5499 -7.3538 0.2347
C -1.6801 -8.2179 0.8840
C -0.6203 -7.7161 1.6282
C -0.4290 -6.3474 1.7242
C -0.7369 -3.2695 -1.3396
C 0.0702 -4.2513 -1.9044
C 0.2405 -4.2740 -3.2806
C -0.3861 -3.3246 -4.0817
C -1.2068 -2.3613 -3.5190
C -1.4022 -2.3352 -2.1426
P -0.8390 -0.5133 3.0800
C -1.9920 0.5023 2.0996
N -2.0872 0.4796 0.7702
C -3.2326 1.1296 0.4102
C -3.8231 1.6120 1.5679
N -3.0288 1.1979 2.6092
C -3.2759 1.4554 4.0301
C -5.0400 2.4165 1.7676
C -6.1380 1.8708 2.4325
C -7.2826 2.6306 2.6145
C -7.3376 3.9304 2.1282
C -6.2492 4.4723 1.4589
C -5.1001 3.7176 1.2768
C -3.7565 1.1109 -0.9637
C -5.1269 1.2051 -1.2085
C -5.6094 1.1416 -2.5067
C -4.7395 0.9775 -3.5768
C -3.3789 0.8669 -3.3387
C -2.8935 0.9313 -2.0409
C 0.7578 0.0699 2.4167
N 1.1766 -0.0547 1.1521
C 2.5298 0.2370 1.1121
C 2.9028 0.5999 2.3924
N 1.7882 0.4631 3.1807
C 1.7296 0.6982 4.6275
C 4.1971 1.0085 2.9711
C 4.6735 2.3034 2.7724
C 5.8805 2.6933 3.3302
C 6.6155 1.7928 4.0902
C 6.1444 0.5031 4.2926
C 4.9364 0.1088 3.7356
C 3.3799 -0.0033 -0.0659
C 4.7052 0.4366 -0.1039
C 5.5179 0.1354 -1.1873
C 5.0299 -0.6221 -2.2421
C 3.7177 -1.0774 -2.2030
C 2.9024 -0.7729 -1.1261
H -1.7996 -3.0493 4.2680
H -0.4318 -4.1738 4.0769
H -2.0563 -4.6566 3.5582
H -3.0407 -5.3037 -0.1782
H -3.3741 -7.7485 -0.3434
H -1.8260 -9.2868 0.8087
H 0.0595 -8.3924 2.1281
H 0.4100 -5.9565 2.2872
H 0.5617 -4.9787 -1.2725
H 0.8634 -5.0347 -3.7321
H -0.2504 -3.3591 -5.1544
H -1.7262 -1.6477 -4.1450
H -2.1436 -1.6657 -1.7045
H -4.0196 2.2424 4.1122
H -2.3557 1.7845 4.5056
H -3.6487 0.5570 4.5172
H -6.1036 0.8490 2.7927
H -8.1339 2.2074 3.1299
H -8.2328 4.5206 2.2685
H -6.2968 5.4833 1.0784
H -4.2545 4.1344 0.7440
H -5.8289 1.3111 -0.3942
H -6.6744 1.2117 -2.6808
H -5.1234 0.9318 -4.5866
H -2.6843 0.7372 -4.1593
H -1.8269 0.8396 -1.8886
H 2.6516 1.1802 4.9363
H 1.6249 -0.2460 5.1568
H 0.8926 1.3522 4.8579
H 4.0955 3.0053 2.1819
H 6.2471 3.6992 3.1784
H 7.5568 2.0974 4.5267
H 6.7191 -0.1972 4.8828
H 4.5762 -0.9025 3.8825
H 5.1193 1.0141 0.7095
H 6.5433 0.4801 -1.1959
H 5.6763 -0.8743 -3.0723
H 3.3259 -1.6993 -2.9983
H 1.8847 -1.1300 -1.1377
N 0.1615 2.0400 -0.3724
C 0.1256 2.6144 -1.7263
C 1.0481 3.8271 -1.9187
C 2.5376 3.6307 -1.5934
C 3.3444 2.7022 -2.5012
N 3.4202 3.2588 -3.8511
C 3.4534 2.5900 -5.0011
N 3.6122 3.2677 -6.1394
N 3.3802 1.2618 -5.0407
C 0.4661 1.4906 -2.7086
O 0.6861 1.7369 -3.8758
O 0.5028 0.3052 -2.1829
H -0.4317 2.5415 0.2819
H 1.1176 2.0937 -0.0274
H -0.9069 2.9114 -1.9223
H 0.6674 4.6524 -1.3125
H 0.9388 4.1359 -2.9590
H 2.6973 3.3026 -0.5596
H 3.0151 4.6155 -1.6211
H 2.9233 1.7021 -2.5318
H 4.3518 2.5911 -2.0937
H 3.5649 4.2550 -3.9112
H 3.7408 4.2646 -6.1479
H 3.6071 2.7996 -7.0294
H 2.9881 0.7669 -4.2547
H 3.2629 0.8108 -5.9330
*
```

HOMO-LUMO gap (alpha / beta) = 5.979 / 5.986 eV
E_HOMO (alpha / beta) = -14.66 / -14.66 eV

These are the Mulliken partial charges, in e, on atoms 1 to 2:
1 Ir 2.5412
2 C -0.9757



ORCA calculation (ωB97M-V/def2-TZVPD) on a molecular structure, C38H46CuOP2Si at a distorted geometry.

```
! wB97M-V def2-TZVPD RIJCOSX def2/J DEFGRID3
* xyz 0 2
Cu -2.1632 -1.4113 0.6514
C 0.8925 1.2813 -2.7470
C -0.0931 0.7289 -3.4629
C 0.0752 -0.3848 -4.4333
C -0.0185 -1.6805 -3.6172
C 1.3308 -2.0595 -3.0609
C 2.5230 -1.4388 -3.1301
C 2.9544 -0.1110 -3.7305
C 2.3494 1.1733 -3.0940
C -3.2567 -2.7196 1.5180
H 0.6429 1.9672 -1.9204
H -1.1424 0.9362 -3.1591
H 1.0603 -0.3114 -4.8933
H -0.6374 -0.3467 -5.2672
H -0.7159 -1.5778 -2.7661
H -0.4519 -2.4767 -4.2381
H 1.3202 -3.0287 -2.5389
H 3.3613 -1.9397 -2.5984
H 2.9140 -0.0883 -4.8334
H 4.0435 -0.0293 -3.5231
H 2.9004 1.3916 -2.1627
H 2.6021 2.0105 -3.7729
H -2.9855 -2.7053 2.5898
H -3.4230 -3.7321 1.1099
H -4.1281 -2.0479 1.3367
P -7.0918 -2.6900 -2.8187
P -6.0006 -5.7268 -2.2765
C -6.3455 -3.7174 -4.1217
C -6.0601 -5.0361 -3.9395
C -8.7454 -2.3808 -3.6883
C -8.9355 -2.4811 -5.0795
C -10.2069 -2.2656 -5.6318
C -11.3021 -1.9584 -4.8189
C -11.1176 -1.8795 -3.4298
C -9.8565 -2.0902 -2.8586
C -6.1122 -1.1619 -3.0950
C -4.7585 -1.2059 -2.7070
C -3.9340 -0.1037 -2.9237
C -4.4483 1.0487 -3.5353
C -5.7925 1.0885 -3.9153
C -6.6318 -0.0021 -3.6798
C -6.9848 -7.2755 -2.7075
C -8.3087 -7.1191 -3.1790
C -9.0200 -8.2296 -3.6451
C -8.4347 -9.5026 -3.6400
C -7.1382 -9.6627 -3.1293
C -6.4188 -8.5601 -2.6426
C -4.2747 -6.3385 -2.2441
C -3.7586 -6.7453 -0.9960
C -2.4752 -7.2881 -0.9219
C -1.6936 -7.4129 -2.0789
C -2.1933 -6.9721 -3.3046
C -3.4730 -6.4194 -3.3859
H -6.1343 -3.1936 -5.0640
H -5.8585 -5.7022 -4.7895
H -8.1046 -2.7474 -5.7384
H -10.3388 -2.3437 -6.7098
H -12.2874 -1.7719 -5.2562
H -11.9666 -1.6557 -2.7809
H -9.7261 -2.0445 -1.7684
H -4.3597 -2.1198 -2.2583
H -2.8869 -0.1435 -2.6166
H -3.7908 1.8989 -3.7253
H -6.1851 1.9767 -4.4077
H -7.6798 0.0406 -3.9697
H -8.7631 -6.1233 -3.2131
H -10.0383 -8.1054 -4.0177
H -8.9907 -10.3654 -4.0190
H -6.6790 -10.6547 -3.1079
H -5.4039 -8.7108 -2.2479
H -4.3778 -6.6558 -0.1015
H -2.0857 -7.6187 0.0431
H -0.6879 -7.8333 -2.0138
H -1.5877 -7.0513 -4.2065
H -3.8456 -6.0718 -4.3421
C 0.3593 1.1444 3.5202
Si -0.0955 0.7746 1.7123
C 0.2243 2.5510 1.0692
C 1.0548 -0.7069 1.3269
O -1.5431 0.2995 1.1936
H 1.3263 1.6810 3.4768
H 0.5250 0.2376 4.1210
H -0.3345 1.7966 4.0712
H 1.1469 2.9601 1.5086
H 0.2910 2.6416 -0.0206
H -0.6109 3.1980 1.3923
H 0.9063 -1.4642 2.1211
H 0.8763 -1.1749 0.3450
H 2.0777 -0.3147 1.4061
*
```

HOMO-LUMO gap (alpha / beta) = 8.084 / 5.738 eV
energy above the lowest of the compared OMol25 structures with the same formula, charge and spin = 27.37 kJ/mol
E_HOMO (alpha / beta) = -7.91 / -7.91 eV

These are the Mulliken partial charges, in e, on atoms 1 to 2:
1 Cu 0.4391
2 C -0.2674



ORCA calculation (ωB97M-V/def2-TZVPD) on a molecular structure, C3H4AuO3 at a distorted geometry.

```
! wB97M-V def2-TZVPD RIJCOSX def2/J DEFGRID3
* xyz 1 3
O 2.2886 0.3774 0.2912
C 2.6961 -0.7309 0.4148
O 3.3343 -1.6811 0.2426
C -1.0406 0.9817 -0.6169
C -1.2697 -0.3533 0.1190
O -0.2433 -0.5842 1.1006
Au 0.5108 1.0229 0.5848
H -0.8845 0.8443 -1.6987
H -1.8746 1.6877 -0.4795
H -1.2665 -1.2040 -0.5910
H -2.2506 -0.3606 0.6330
*
```

HOMO-LUMO gap (alpha / beta) = 9.384 / 6.934 eV
energy above the lowest of the compared OMol25 structures with the same formula, charge and spin = 31.88 kJ/mol
E_HOMO (alpha / beta) = -13.96 / -15.02 eV

These are the Mulliken partial charges, in e, on atoms 1 to 2:
1 O -0.4462
2 C 0.7416



ORCA calculation (ωB97M-V/def2-TZVPD) on a molecular structure, C40H57ClF32O7Si2 at a distorted geometry.

```
! wB97M-V def2-TZVPD RIJCOSX def2/J DEFGRID3
* xyz 0 1
C -1.4696 -5.0678 3.6637
C -0.2398 -5.3731 2.8213
O 0.9018 -4.7282 3.3692
C 1.4701 -3.6966 2.5816
C 0.4655 -2.6170 2.1487
Si 1.3034 -1.0510 1.5468
O 0.1787 0.1460 1.2642
Si -1.1882 0.3322 2.1865
C -2.5080 -0.7219 1.3974
C -2.7750 -0.2102 -0.0598
C -2.4764 -1.2527 -1.1766
C -1.3059 -0.7286 -2.0180
C -3.6964 -1.4034 -2.0909
C -4.8214 -2.2332 -1.4580
C -4.5684 -3.7157 -1.5297
C -4.6267 -4.5823 -0.5169
C -4.2432 -4.2510 0.9035
C -5.0469 -6.0236 -0.7607
C -1.6603 2.1627 2.0871
C -2.7447 2.5010 3.0544
O -3.0080 1.9395 4.0572
Cl -3.7244 3.9495 2.5925
C 2.1964 -1.3438 -0.0751
C 3.4538 -2.2172 0.0951
C 2.5517 0.0451 -0.6981
C 2.2048 0.1550 -2.1991
H -1.8412 -4.0539 3.5154
H -2.2583 -5.7989 3.4836
H -1.1772 -5.1653 4.7109
H -0.0531 -6.4485 2.8806
H -0.3862 -5.1295 1.7670
H 1.9806 -4.1191 1.7090
H 2.2292 -3.2477 3.2261
H -0.1177 -3.0228 1.3146
H -0.2001 -2.4509 2.9994
H 2.3229 -0.6266 2.5407
H -0.9096 -0.0522 3.5862
H -2.0907 -1.7262 1.3174
H -3.4252 -0.7430 1.9871
H -2.1276 0.6450 -0.2617
H -3.8249 0.0768 -0.1132
H -2.1934 -2.2239 -0.7587
H -1.0280 -1.4643 -2.7777
H -0.4203 -0.5612 -1.4027
H -1.5850 0.1937 -2.5303
H -4.0494 -0.4027 -2.3569
H -3.4051 -1.9029 -3.0207
H -4.9962 -1.9440 -0.4182
H -5.7362 -2.0772 -2.0365
H -4.3366 -4.1087 -2.5202
H -3.5327 -3.4276 0.9374
H -3.7338 -5.1279 1.3066
H -5.0914 -4.0318 1.5585
H -5.3262 -6.4787 0.1883
H -5.8921 -6.0457 -1.4432
H -4.2354 -6.6087 -1.2057
H -0.7638 2.7350 2.3523
H -1.9263 2.4633 1.0753
H 1.4761 -1.8148 -0.7517
H 3.2310 -3.2656 -0.1121
H 3.8642 -2.1594 1.1058
H 4.2254 -1.9268 -0.6194
H 3.6315 0.1611 -0.5863
H 2.0984 0.8680 -0.1438
H 3.1074 0.3665 -2.7726
H 1.5145 0.9756 -2.3925
H 1.7918 -0.7743 -2.5892
C -1.0540 7.8845 -0.2336
C -1.2746 9.1313 0.6331
C -0.0454 9.7764 1.2774
F 0.5662 8.9117 2.1173
F -0.4325 10.8520 1.9955
F -2.2116 8.8883 1.5697
F -1.7713 10.0853 -0.2096
O -1.2714 6.6184 0.3557
C -0.3065 5.9613 1.0595
C -0.6848 5.7748 2.5355
F -0.9402 6.9627 3.1158
F 0.3657 5.2054 3.1796
F 0.9010 6.5377 0.9273
F -0.2101 4.7134 0.5359
H -1.8247 7.9522 -0.9997
H -0.0947 7.9301 -0.7512
H 0.6677 10.1055 0.5170
H -1.5633 5.1317 2.6286
C 1.1414 -0.2625 -8.0665
C 2.1148 -0.0603 -6.8985
C 2.4831 -1.2812 -6.0504
F 1.3946 -1.8117 -5.4570
F 3.3367 -0.8897 -5.0802
F 1.6825 0.9388 -6.1040
F 3.2927 0.3432 -7.4628
O -0.2184 0.0567 -7.8532
C -1.1043 -0.8292 -7.3143
C -1.6487 -0.3534 -5.9583
F -0.6444 -0.1207 -5.0940
F -2.4403 -1.3229 -5.4467
F -0.5953 -2.0708 -7.2346
F -2.1713 -0.8861 -8.1456
H 1.4652 0.4597 -8.8143
H 1.2617 -1.2497 -8.5145
H 2.9675 -2.0471 -6.6616
H -2.2305 0.5602 -6.0928
C 3.2733 9.4385 3.7526
C 4.1737 9.3174 2.5166
C 5.4946 8.5533 2.6504
F 6.3052 9.1313 3.5570
F 6.1227 8.5678 1.4530
F 4.3999 10.5391 1.9892
F 3.4500 8.6080 1.5962
O 3.3431 10.6327 4.5081
C 4.2653 10.8289 5.4918
C 5.2333 11.9763 5.1643
F 5.8561 11.7608 3.9907
F 6.1671 12.0450 6.1387
F 4.9252 9.6997 5.8024
F 3.5925 11.2178 6.6010
H 2.2628 9.4426 3.3533
H 3.3452 8.5545 4.3879
H 5.3080 7.5153 2.9380
H 4.6855 12.9190 5.1159
C -0.4977 -11.1272 0.3904
C 0.6764 -11.3190 -0.5785
C 2.0085 -10.6401 -0.2412
F 1.8738 -9.3007 -0.1873
F 2.8994 -10.9363 -1.2125
F 0.2992 -10.9963 -1.8314
F 0.9509 -12.6579 -0.5628
O -1.4590 -10.1385 0.0790
C -1.3072 -8.8320 0.4338
C -1.1932 -7.9036 -0.7847
F -0.1795 -8.2748 -1.5863
F -0.9536 -6.6493 -0.3400
F -0.2844 -8.6534 1.2878
F -2.4376 -8.4556 1.0804
H -1.0541 -12.0608 0.3254
H -0.1494 -11.0431 1.4206
H 2.3938 -11.0054 0.7144
H -2.1245 -7.9174 -1.3539
*
```

HOMO-LUMO gap = 8.870 eV
E_HOMO = -8.43 eV

These are the Mulliken partial charges, in e, on atoms 1 to 2:
1 C -1.1857
2 C 0.2663